(1)
Here is a 2-piece molecular cluster, C2H9N5O overall from OMol25. Energies are from ωB97M-V/def2-TZVPD.

XYZ file:
```
17
Properties=species:S:1:pos:R:3:lowdin_charge:R:1
N 0.51292 2.66987 1.99693 0.0911
C 0.04688 1.80419 1.19378 -0.6440
N -0.93149 0.85634 1.48267 0.1055
N 0.59914 1.64291 -0.07691 0.1001
H 0.04303 2.60553 2.89394 0.0291
H -1.51369 1.06662 2.28060 0.0886
H -1.47677 0.48416 0.71694 0.0787
H -0.09131 1.37429 -0.76498 0.0771
H 1.04986 2.50420 -0.36653 0.0910
N 0.75924 -1.56377 -2.20524 0.1333
C -0.23945 -1.83965 -1.28675 -0.6884
N 0.24246 -2.18404 -0.03234 0.1336
O -1.42394 -1.77262 -1.53913 0.0306
H 1.55867 -2.17356 -2.10830 0.0930
H 0.39787 -1.60114 -3.14825 0.0982
H 0.99299 -1.62433 0.34462 0.0912
H -0.52640 -2.24899 0.61895 0.0913
```

Computed properties:
Lowest unoccupied orbital energy   0.669 eV
Molar mass   119.13 Da
SMILES   N=C(N)N.NC(N)=O
HOMO-LUMO gap   9.904 eV
HOMO level   -9.235 eV

***

(2)
Here is C2H9N5O as an isolated structure from OMol25. Energies are from ωB97M-V/def2-TZVPD.

XYZ file:
```
17
Properties=species:S:1:pos:R:3:lowdin_charge:R:1
C 0.16034 -0.73861 1.92299 -0.2590
C -0.05553 0.27884 -0.59273 -0.5532
H 0.25777 -1.92154 1.78911 0.1129
H -0.75898 -0.66559 1.03528 0.1254
H -0.08635 -0.10016 2.96782 0.1579
H 1.07874 -1.21562 -0.13910 0.0955
H -1.30699 1.78623 -1.20403 0.2302
H 0.07979 2.47686 1.36886 0.0295
H 1.15721 2.69881 -0.00620 0.1797
H -0.21445 -2.02672 -3.28243 0.1805
H -1.21858 -2.20224 -1.64124 0.0870
N 1.16198 -0.19533 -0.09926 0.1150
N -0.71455 1.45084 -0.16457 -0.0947
N 0.00801 2.59097 0.37911 -0.0415
N -0.53445 -0.19482 -1.73741 -0.0300
N -0.25231 -1.72488 -2.00456 -0.1190
O 1.23836 -0.29701 1.40837 -0.2161
```

Computed properties:
Lowest unoccupied orbital energy   0.661 eV
Molar mass   119.13 Da
HOMO-LUMO gap   9.652 eV
HOMO level   -8.990 eV

***

Energetically preferred structure: (1) | next structure: +1051.0 kJ/mol

***

(1)
Here is a 5-piece molecular cluster, H9O4S overall from OMol25. Energies are from ωB97M-V/def2-TZVPD.

XYZ file:
```
14
Properties=species:S:1:pos:R:3:lowdin_charge:R:1
S -0.46559 0.53755 0.52552 0.1451
H -0.19120 1.38991 1.48631 -0.3779
H 0.43438 -1.80537 -2.88036 0.0306
H -0.12444 -1.02814 -1.63549 -0.0131
O 0.58462 -1.06430 -2.29182 -0.0782
H -2.60189 -0.00019 2.70898 -0.0039
H -2.72341 0.23901 1.26763 -0.0964
O -3.27334 -0.08219 2.02030 -0.1691
H 0.79046 2.14993 -1.32749 -0.0301
H 0.97334 0.92202 -2.07030 -0.0386
O 0.87245 1.86918 -2.25278 -0.1397
H 2.36839 -0.72036 2.01332 0.0073
H 1.19927 -1.11223 1.16717 -0.0897
O 2.15696 -1.29481 1.26900 -0.1463
```

Computed properties:
Lowest unoccupied orbital energy   3.606 eV
Molar mass   105.13 Da
Charge   -1
HOMO-LUMO gap   7.572 eV
HOMO level   -3.966 eV

***

(2)
Here is a 5-piece molecular cluster, H9O4S overall from OMol25. Energies are from ωB97M-V/def2-TZVPD.

XYZ file:
```
14
Properties=species:S:1:pos:R:3:lowdin_charge:R:1
S 0.27583 -0.12847 -0.26113 0.0819
H 0.15344 0.41003 -1.49641 -0.3570
H 2.83728 -1.67751 -1.74574 0.0095
H 1.63498 -0.93066 -2.45222 -0.0467
O 2.36713 -1.52714 -2.55033 -0.0886
H -5.12519 2.10851 2.36865 0.0295
H -4.32474 3.30428 2.86638 0.0204
O -4.64295 2.88422 2.07288 -0.0505
H 0.98968 -2.92014 -1.13133 -0.0346
H 0.12000 -2.71547 0.09236 -0.0651
O 0.36833 -3.36983 -0.55766 -0.1284
H 1.08480 1.54271 0.70718 -0.1579
H 1.02355 2.11081 2.17649 -0.0099
O 1.56384 2.11677 1.38303 -0.2027
```

Computed properties:
Lowest unoccupied orbital energy   2.904 eV
Molar mass   105.13 Da
Charge   -1
HOMO-LUMO gap   6.570 eV
HOMO level   -3.667 eV

***

Energetically preferred structure: (1) | next structure: +30.5 kJ/mol

***

(1)
Here is a 2-piece molecular cluster, C9H13N2O overall from OMol25. Energies are from ωB97M-V/def2-TZVPD.

XYZ file:
```
25
Properties=species:S:1:pos:R:3:lowdin_charge:R:1
C -0.63301 3.89497 2.10742 -0.0935
C -0.54955 2.71473 2.87051 -0.0664
C -0.72967 3.85340 0.76271 -0.0785
C -0.55646 1.38056 2.37995 -0.0526
C -0.75773 2.56019 0.19379 -0.0802
C -0.64926 1.46783 1.00391 0.0505
C 1.18730 -2.53392 -2.15813 -0.2100
C -0.04476 -1.56896 -2.37611 -0.1229
C -0.16856 -0.68969 -0.09845 -0.1621
N 0.12919 -1.72215 0.62305 0.1723
N 0.82783 -3.60863 -1.25580 -0.0331
O -0.29376 -0.56201 -1.36029 -0.0045
H -0.42611 4.91630 2.57910 0.1459
H -0.19212 2.84890 3.89258 0.1172
H -0.52674 4.72496 0.06398 0.1472
H -0.72093 0.59554 3.12309 0.1225
H -1.07959 2.48969 -0.87296 0.1357
H 1.40607 -3.07733 -3.09343 0.1320
H 1.91034 -1.86804 -1.59909 0.1455
H 0.13431 -1.02841 -3.35383 0.1400
H -0.97559 -2.19629 -2.70000 0.1604
H 0.43848 -2.66492 0.17251 0.1046
H 0.39638 -1.70910 1.62806 0.1454
H 0.18451 -4.26873 -1.62995 0.0969
H 1.68947 -3.94890 -0.90261 0.0876
```

Computed properties:
Lowest unoccupied orbital energy   -4.023 eV
Molar mass   165.22 Da
Charge   +1
HOMO-LUMO gap   8.742 eV
HOMO level   -12.765 eV

***

(2)
Here is an isolated ion of composition C9H13N2O and charge +1 from OMol25. Energies are from ωB97M-V/def2-TZVPD.

XYZ file:
```
25
Properties=species:S:1:pos:R:3:lowdin_charge:R:1
C -2.42407 0.92099 -1.18704 0.2973
N -3.19778 0.19899 -0.64679 0.1753
C -3.13002 -0.63608 0.51076 -0.1678
O -1.96165 -0.45773 1.18138 0.0647
C -0.84029 -0.38452 0.39994 -0.2925
C -0.12935 0.75691 0.24386 -0.1405
C 0.21526 2.03153 0.75684 -0.0129
C 1.14713 1.29289 -0.23124 -0.1895
C 2.49030 0.59650 0.01948 -0.1104
C 2.15707 -0.92448 0.27312 -0.1386
C 1.02069 -1.50888 -0.60965 -0.1804
N -0.35822 -1.52439 -0.19146 0.1087
H -2.12075 1.58790 -1.90342 0.1065
H -3.18053 -1.64368 0.26744 0.1335
H -3.88762 -0.44625 1.14592 0.1254
H 0.56673 2.11438 1.86862 0.1654
H -0.17982 2.98579 0.44012 0.1090
H 1.23151 1.65815 -1.15191 0.0951
H 2.91723 1.15019 0.78507 0.0927
H 3.07700 0.60877 -0.91329 0.1256
H 3.14956 -1.37377 0.25656 0.1073
H 1.78504 -1.11252 1.39128 0.1611
H 1.22738 -1.14511 -1.64315 0.1426
H 1.37755 -2.46177 -0.78383 0.0960
H -0.95235 -2.28383 -0.27862 0.1266
```

Computed properties:
Lowest unoccupied orbital energy (alpha / beta)   -4.799 / -4.800 eV
Molar mass   165.22 Da
SMILES   C#[N+]COC1=C2C[C@H]2CCCN1
Charge   +1
HOMO-LUMO gap (alpha / beta)   7.377 / 7.376 eV
HOMO level (alpha / beta)   -12.176 / -12.176 eV

***

Energetically preferred structure: (1) | next structure: +104.5 kJ/mol